Run w
The following is a DFT calculation (wB97M-V/def2-TZVPD) of a 2-piece molecular cluster, C2H7N3O overall.

Positions of all 13 atoms, in Å:
H  0.26  2.87  0.27
O  -0.14  2.29  -0.39
N  0.94  -0.71  1.25
H  -0.21  -2.39  -0.33
H  1.51  -1.06  0.48
H  -1.50  -1.40  -1.13
C  0.27  1.00  -0.21
C  -0.82  -1.50  -0.29
H  -1.33  -1.36  0.65
N  0.75  0.61  0.98
N  0.11  0.07  -1.12
H  -0.34  0.42  -1.96
H  0.49  1.16  1.79

## Properties
* molar mass: 89.10 g/mol
* net charge: 0

These are the Mulliken partial charges, in e, on atoms 1 to 2:
1 H 0.32
2 O -0.49

Run x
The following is a DFT calculation (wB97M-V/def2-TZVPD) of a 2-piece molecular cluster, C2H7N3O overall.

Positions of all 13 atoms, in Å:
H  -1.10  1.47  0.35
N  -1.72  -1.14  -0.58
H  1.32  0.01  1.87
H  1.91  -1.38  0.80
N  0.21  -0.09  -0.16
N  -0.44  -1.12  -0.27
H  -0.72  1.35  -1.39
H  0.52  1.92  -0.24
H  -2.12  -2.06  -0.71
H  -2.26  -0.32  -0.84
C  1.94  -0.30  1.00
O  2.78  0.43  0.54
C  -0.31  1.23  -0.37

## Properties
* molar mass: 89.10 g/mol
* SMILES: C/N=N\N.C=O
* net charge: 0

These are the Mulliken partial charges, in e, on atoms 1 to 2:
1 H 0.34
2 N -0.33

Run y
The following is a DFT calculation (wB97M-V/def2-TZVPD) of C2H7N3O as an isolated structure.

Positions of all 13 atoms, in Å:
O  -1.64  0.63  0.18
H  1.54  1.28  -0.07
H  -0.12  -1.31  2.49
H  -0.10  -1.66  0.77
H  -1.28  -0.39  -1.58
N  0.32  -1.20  1.58
H  -0.54  1.23  -1.61
C  -0.57  0.27  -1.09
N  0.93  -0.04  1.38
N  0.68  -0.46  -0.99
H  1.27  -0.23  -1.78
C  1.00  0.36  0.13
H  -1.48  1.50  0.59

## Properties
* molar mass: 89.10 g/mol
* net charge: 0

These are the Mulliken partial charges, in e, on atoms 1 to 2:
1 O -0.55
2 H 0.47

Run z
The following is a DFT calculation (wB97M-V/def2-TZVPD) of one molecule with the formula C2H7N3O.

Positions of all 13 atoms, in Å:
H  -0.93  -0.89  1.28
N  -0.27  1.33  -0.45
H  1.41  2.01  0.19
H  2.82  0.25  0.60
N  1.81  0.10  0.25
C  0.96  1.01  0.11
C  -1.53  -0.60  0.54
H  -1.51  0.00  -1.43
O  1.59  -1.29  -0.37
N  -0.86  -0.13  -0.59
H  -1.92  0.38  0.92
H  -2.34  -1.19  -0.03
H  0.77  -0.98  -1.02

## Properties
* molar mass: 89.10 g/mol
* SMILES: CN/N=C\NO
* net charge: 0

These are the Mulliken partial charges, in e, on atoms 1 to 2:
1 H 0.23
2 N -0.51

Quick look at relative energies in eV: run w 1.323; run x 0.000; run y 0.819; run z 2.706.

Run w
The following is a DFT calculation (wB97M-V/def2-TZVPD) of a 2-piece molecular cluster, C2H7N3O overall.

Positions of all 13 atoms, in Å:
O  -1.55  1.22  0.77
H  -2.09  -1.34  -0.99
H  1.09  1.49  -0.24
N  1.78  -0.40  0.24
N  0.95  -0.82  1.13
N  -1.69  -0.80  -0.26
C  1.85  0.73  -0.41
H  2.63  0.93  -1.11
H  -0.94  -1.19  0.30
H  0.30  -0.08  1.38
H  -2.82  0.84  -0.77
C  -2.01  0.50  -0.08
H  2.50  -1.09  0.04

## Properties
* molar mass: 89.10 g/mol
* net charge: 0

These are the Mulliken partial charges, in e, on atoms 1 to 2:
1 O -0.56
2 H 0.20

Run x
The following is a DFT calculation (wB97M-V/def2-TZVPD) of one molecule with the formula C2H7N3O.

Positions of all 13 atoms, in Å:
O  1.19  -0.23  -0.84
H  -1.73  1.87  -0.03
H  1.32  0.36  1.15
N  -0.91  1.29  -0.14
H  1.93  -1.29  0.79
H  2.84  0.14  0.24
H  -2.86  -0.17  0.59
C  1.84  -0.26  0.42
H  -0.21  1.66  -0.77
N  -0.09  -0.77  -0.82
C  -1.11  -0.07  -0.20
N  -2.09  -0.74  0.24
H  -0.11  -1.77  -0.62

## Properties
* molar mass: 89.10 g/mol
* SMILES: [H]/N=C(\N)NOC
* net charge: 0

These are the Mulliken partial charges, in e, on atoms 1 to 2:
1 O -0.36
2 H 0.23

Quick look at relative energies in eV: run w 0.318; run x 0.000.

Run w
The following is a DFT calculation (wB97M-V/def2-TZVPD) of a 2-piece molecular cluster, C2H7N3O overall.

Positions of all 13 atoms, in Å:
C  0.82  -0.25  2.32
O  -1.61  -0.47  -0.29
H  -1.63  0.79  -2.74
N  1.03  -0.33  -0.03
H  0.52  -1.18  2.80
C  -0.77  0.75  -2.05
N  0.41  -0.32  0.96
H  0.27  0.57  2.80
N  -0.78  -0.52  -1.39
H  -1.69  -1.38  0.02
H  0.15  0.81  -2.63
H  -0.85  1.59  -1.36
H  1.90  -0.10  2.43

## Properties
* molar mass: 89.10 g/mol
* net charge: 0

These are the Mulliken partial charges, in e, on atoms 1 to 2:
1 C -0.73
2 O -0.36

Run x
The following is a DFT calculation (wB97M-V/def2-TZVPD) of a 2-piece molecular cluster, C2H7N3O overall.

Positions of all 13 atoms, in Å:
H  -0.79  -0.68  2.28
H  -0.44  0.48  1.23
H  2.33  1.27  0.71
H  -2.54  -1.63  1.24
H  0.84  0.18  -2.50
H  1.59  1.96  -1.34
C  1.16  1.02  -0.76
N  1.35  0.95  0.54
N  -1.02  -0.33  1.39
H  0.53  -0.87  -1.20
C  -1.79  -1.13  0.60
N  0.59  0.09  -1.51
O  -1.81  -1.31  -0.69

## Properties
* molar mass: 89.10 g/mol
* SMILES: [H]/N=C/N.NC=O
* net charge: 0

These are the Mulliken partial charges, in e, on atoms 1 to 2:
1 H 0.21
2 H 0.24

Quick look at relative energies in eV: run w 3.641; run x 0.000.

Run w
The following is a DFT calculation (wB97M-V/def2-TZVPD) of C18H28N4O6PSbSe4TeZn as an isolated structure.

Positions of all 64 atoms, in Å:
C  3.82  -1.38  -0.54
H  -3.46  3.42  -2.34
O  5.17  -3.07  1.93
H  2.58  -3.49  -1.66
H  -5.24  -2.88  -1.81
C  -0.59  2.48  3.14
H  5.87  -1.13  2.10
C  1.56  1.44  3.11
H  0.30  -2.61  -1.83
P  -3.51  0.83  -0.88
Se  3.71  0.66  -3.76
Se  0.97  2.94  -1.56
C  -0.85  1.90  1.91
C  3.34  -0.45  1.60
C  2.16  0.04  1.09
H  -3.73  2.60  -4.72
C  0.64  2.25  3.74
H  -2.23  3.52  -4.53
Sb  1.45  1.55  -3.86
H  -2.17  1.75  -4.57
H  -6.93  -2.34  -1.80
Zn  -0.02  0.75  -0.87
N  1.77  -0.23  -0.16
N  -0.93  -2.14  0.23
H  -5.99  -2.37  -0.30
H  -1.26  -1.65  -0.59
H  -1.90  2.58  -2.27
Se  2.80  3.26  -0.14
O  0.74  -3.37  1.17
Se  -0.21  -0.31  -3.11
H  -5.45  -0.53  -2.69
H  3.62  -0.25  2.63
Te  -4.85  2.22  0.52
C  1.22  0.90  1.87
H  4.46  -1.88  -1.24
C  -2.89  2.57  -2.73
C  1.72  -4.09  -1.34
H  6.17  -1.94  0.55
H  -1.79  2.06  1.40
H  0.09  3.07  5.64
H  2.53  1.27  3.55
H  4.22  -3.15  2.05
C  5.43  -1.79  1.34
O  2.01  2.29  5.74
H  -1.34  3.10  3.60
C  4.19  -1.18  0.78
C  -2.75  2.61  -4.24
H  -1.05  -1.63  1.09
H  1.99  -4.58  -0.41
H  1.52  -4.85  -2.10
H  2.59  2.94  6.14
C  2.59  -0.90  -0.97
N  0.54  -3.29  -1.11
C  -5.94  -2.17  -1.37
N  0.04  1.12  1.29
O  -2.10  0.61  -0.43
C  0.19  -2.93  0.17
H  1.32  3.98  4.75
H  2.24  -1.05  -1.98
O  -4.17  -0.61  -1.08
C  -5.48  -0.75  -1.62
C  0.99  2.97  5.02
O  -3.58  1.36  -2.38
H  -6.15  -0.03  -1.14

## Properties
* molar mass: 1058.01 g/mol
* net charge: -2

These are the Mulliken partial charges, in e, on atoms 1 to 2:
1 C -1.34
2 H 0.32

Run x
The following is a DFT calculation (wB97M-V/def2-TZVPD) of C18H28N4O6PSbSe4TeZn as an isolated structure.

Positions of all 64 atoms, in Å:
Se  0.96  2.56  -1.01
C  -6.63  -1.22  0.02
H  3.82  -0.23  3.04
H  -4.03  1.39  -4.82
O  -4.41  -0.49  -0.46
H  1.85  -4.82  -1.62
H  2.78  -1.00  -1.66
H  2.46  1.01  3.95
H  -1.85  1.22  1.68
Sb  1.69  1.57  -3.41
H  -2.49  2.21  -5.16
H  1.01  3.43  5.17
C  0.45  1.69  4.12
H  -2.51  0.48  -4.80
Te  -4.07  2.73  0.23
N  0.04  -3.77  -1.53
H  -5.84  -0.67  -1.92
C  -0.92  1.17  2.23
C  1.27  0.48  2.23
H  -6.57  -0.86  1.05
H  -6.07  0.69  -0.82
H  5.05  -2.59  2.83
C  -5.77  -0.36  -0.88
C  -2.79  1.74  -3.10
H  -7.67  -1.17  -0.30
Se  4.03  0.91  -3.38
O  -0.29  -2.49  0.33
H  -2.35  -1.85  -0.71
H  -2.05  -2.56  -2.20
C  4.62  -0.93  1.17
C  3.61  -0.44  2.00
C  5.96  -1.25  1.76
C  1.48  1.03  3.49
H  -0.29  2.51  5.95
Zn  0.12  0.16  -0.52
C  -0.78  1.75  3.48
H  1.99  -3.07  -1.92
P  -3.36  0.70  -0.74
O  -2.04  0.14  -0.29
C  1.48  -3.83  -1.33
H  6.29  -0.42  2.41
Se  2.74  3.03  0.43
O  -3.48  0.72  -2.34
Se  0.30  -0.56  -2.89
C  -0.70  -2.93  -0.74
N  -1.98  -2.67  -1.19
C  0.66  2.42  5.41
H  -1.73  1.72  -2.83
C  3.05  -0.87  -0.62
C  4.34  -1.12  -0.17
H  2.02  2.39  6.82
H  -0.25  -3.77  -2.50
H  6.70  -1.37  0.97
C  -2.97  1.43  -4.56
C  2.37  -0.16  1.46
H  1.68  -3.66  -0.28
H  5.10  -1.42  -0.87
H  -1.63  2.26  3.93
O  1.63  1.75  6.22
N  0.09  0.54  1.62
O  5.95  -2.47  2.51
H  -6.30  -2.25  -0.01
H  -3.21  2.71  -2.82
N  2.08  -0.44  0.18

## Properties
* molar mass: 1058.01 g/mol
* net charge: -2

These are the Mulliken partial charges, in e, on atoms 1 to 2:
1 Se -0.35
2 C -1.29

Quick look at relative energies in eV: run w 0.000; run x 0.480.